# 1
Entry from the Open Molecules 2025 dataset: a molecular structure, C28H42AsF6O21Pt in a non-equilibrium geometry (ωB97M-V/def2-TZVPD).

## Properties
ΔE to the lowest compared entry with this formula, charge and spin = 0.00 kJ/mol
max |F| = 2.75 eV Å⁻¹
⟨S²⟩ = 2.0020
highest occupied orbital energy (spin up / spin down) = -12.44 / -12.44 eV

```
! RIJCOSX wB97M-V def2-TZVPD def2/J DEFGRID3
* xyz 1 3
Pt -1.074 0.692 -3.857
As 0.097 0.774 -0.105
F 1.771 0.306 -0.306
F -0.348 -0.914 -0.005
F -1.571 1.159 0.269
F 0.535 2.457 -0.286
F -0.203 0.737 -1.860
F 0.477 0.880 1.599
C -6.402 2.270 -0.908
C -5.446 3.196 -1.638
C -4.522 4.002 -0.698
O -3.209 3.709 -1.128
C -3.215 2.777 -2.046
O -2.288 2.280 -2.619
O -4.484 2.381 -2.325
H -7.158 2.862 -0.388
H -5.937 1.640 -0.146
H -6.904 1.581 -1.588
H -6.063 3.831 -2.273
H -4.693 3.684 0.330
H -4.761 5.061 -0.766
C 4.453 4.185 1.903
C 4.139 2.698 1.945
C 4.782 1.843 0.818
O 5.462 0.842 1.590
C 5.450 1.106 2.916
O 5.944 0.434 3.756
O 4.759 2.237 3.114
H 5.523 4.315 2.087
H 3.979 4.756 2.699
H 4.254 4.638 0.929
H 3.057 2.566 1.839
H 5.551 2.409 0.284
H 4.035 1.516 0.100
C -3.527 0.128 2.709
C -2.750 -1.178 2.531
C -1.435 -1.238 3.339
O -1.798 -2.043 4.461
C -2.944 -2.679 4.223
O -3.504 -3.417 4.960
O -3.445 -2.300 3.022
H -3.874 0.240 3.733
H -4.321 0.154 1.963
H -2.880 0.955 2.414
H -2.459 -1.293 1.483
H -1.231 -0.215 3.653
H -0.587 -1.640 2.790
C 0.066 -5.353 -1.941
C 0.491 -3.907 -1.726
C 1.966 -3.614 -2.052
O 1.873 -2.458 -2.908
C 0.604 -2.121 -3.097
O 0.249 -1.148 -3.731
O -0.206 -3.081 -2.675
H -0.972 -5.500 -1.648
H 0.646 -5.953 -1.234
H 0.284 -5.665 -2.959
H 0.230 -3.623 -0.705
H 2.408 -4.420 -2.632
H 2.508 -3.404 -1.136
C 2.890 5.630 -1.973
C 2.890 4.489 -3.000
C 3.338 3.170 -2.439
O 2.486 2.243 -3.144
C 1.354 2.882 -3.430
O 0.379 2.367 -3.929
O 1.508 4.198 -3.333
H 3.923 5.906 -1.752
H 2.335 5.408 -1.067
H 2.508 6.504 -2.503
H 3.383 4.787 -3.924
H 3.281 3.080 -1.356
H 4.355 2.940 -2.755
C 3.125 -1.847 3.953
C 3.176 -2.755 2.739
C 2.915 -2.114 1.365
O 3.978 -2.597 0.551
C 4.882 -3.237 1.305
O 5.882 -3.740 0.921
O 4.491 -3.251 2.588
H 3.633 -0.894 3.774
H 3.704 -2.352 4.723
H 2.135 -1.512 4.262
H 2.452 -3.556 2.921
H 2.915 -1.024 1.451
H 1.921 -2.278 0.944
C -3.573 -4.298 -0.376
C -4.109 -3.236 -1.327
C -4.822 -2.091 -0.594
O -4.201 -0.958 -1.210
C -3.175 -1.295 -1.983
O -2.532 -0.506 -2.612
O -3.022 -2.622 -2.002
H -3.204 -5.143 -0.957
H -4.372 -4.660 0.274
H -2.799 -3.927 0.292
H -4.788 -3.661 -2.066
H -4.752 -2.060 0.490
H -5.871 -2.127 -0.889
*
```

Atom charges from the Löwdin analysis, given in e for atoms 1 to 2:
1 Pt 1.4697
2 As 0.8199

---

# 2
Entry from the Open Molecules 2025 dataset: 2 unconnected molecules or ions with the total composition C2H3NO3 in a non-equilibrium geometry (ωB97M-V/def2-TZVPD).

## Properties
ΔE to the lowest compared entry with this formula, charge and spin = 347.09 kJ/mol
max |F| = 2.06 eV Å⁻¹
highest occupied orbital energy = -9.93 eV

```
! RIJCOSX wB97M-V def2-TZVPD def2/J DEFGRID3
* xyz 0 1
C -0.347 0.516 1.185
C 0.726 -2.161 -0.405
N -0.031 0.951 -1.188
O 0.637 1.142 1.380
O -0.178 -2.128 0.263
O -0.766 0.371 -0.086
H -0.907 -0.138 1.905
H -0.073 0.204 -1.872
H 0.939 1.242 -1.181
*
```

Atom charges from the Löwdin analysis, given in e for atoms 1 to 2:
1 C -0.3834
2 C 0.0286

---

# 3
Entry from the Open Molecules 2025 dataset: 8 unconnected molecules or ions with the total composition C4H23NO10 in a non-equilibrium geometry (ωB97M-V/def2-TZVPD).

## Properties
ΔE to the lowest compared entry with this formula, charge and spin = 294.56 kJ/mol
SMILES = O=C(O)NCCCO.O.O.O.O.O.O.O
max |F| = 8.74 eV Å⁻¹
highest occupied orbital energy = -9.52 eV

```
! RIJCOSX wB97M-V def2-TZVPD def2/J DEFGRID3
* xyz 0 1
O -1.779 -0.009 -0.273
C -1.412 -0.788 0.614
O -2.302 -1.650 1.276
N -0.252 -0.682 1.303
C -0.011 -1.422 2.571
C 1.429 -1.175 2.879
C 1.667 0.279 3.219
O 3.063 0.507 3.248
H -3.220 -1.813 0.911
H 0.560 -0.318 0.916
H -0.595 -0.929 3.381
H -0.313 -2.387 2.353
H 1.626 -1.696 3.827
H 2.072 -1.375 2.011
H 1.126 1.056 2.727
H 1.292 0.435 4.218
H 3.332 0.552 2.265
O -0.941 2.681 -2.904
H -0.886 3.695 -2.900
H -1.896 2.491 -2.839
O 0.139 -1.290 -2.918
H -0.315 -1.524 -3.777
H -0.123 -0.480 -2.389
O -2.742 3.205 -1.079
H -2.851 2.353 -0.634
H -3.334 3.861 -0.595
O 1.943 0.432 -0.164
H 2.214 1.079 -0.673
H 2.103 -0.363 -0.852
O 1.863 1.895 -2.160
H 0.965 2.154 -2.114
H 1.738 1.319 -2.956
O -4.081 -1.337 -0.774
H -4.759 -1.206 -1.421
H -3.298 -0.797 -0.830
O 2.495 -1.993 -1.501
H 2.188 -2.835 -1.769
H 3.296 -1.927 -2.198
*
```

Atom charges from the Löwdin analysis, given in e for atoms 1 to 2:
1 O 0.0202
2 C -0.5014

---

# 4
Entry from the Open Molecules 2025 dataset: C4H8O2 in the gas phase in a non-equilibrium geometry (ωB97M-V/def2-TZVPD).

## Properties
ΔE to the lowest compared entry with this formula, charge and spin = 214.47 kJ/mol
SMILES = C[C@@]1(O)C[C@H]1O
max |F| = 1.25 eV Å⁻¹
highest occupied orbital energy = -9.12 eV

```
! RIJCOSX wB97M-V def2-TZVPD def2/J DEFGRID3
* xyz 0 1
C 1.061 0.513 -0.739
C 0.332 -0.030 0.469
O 0.977 -0.665 1.571
C -0.970 0.620 0.812
C -0.960 -0.661 -0.018
O -1.325 -0.550 -1.364
H 1.615 1.438 -0.538
H 0.270 0.609 -1.472
H 1.753 -0.239 -1.133
H 1.895 -0.393 1.670
H -1.282 0.563 1.859
H -1.223 1.556 0.324
H -1.282 -1.575 0.473
H -0.940 -1.238 -1.936
*
```

Atom charges from the Löwdin analysis, given in e for atoms 1 to 2:
1 C -0.0142
2 C -0.4949

---

# 5
Entry from the Open Molecules 2025 dataset: C4H5ClS in the gas phase in a non-equilibrium geometry (ωB97M-V/def2-TZVPD).

## Properties
ΔE to the lowest compared entry with this formula, charge and spin = 111.22 kJ/mol
SMILES = C=C(C=S)CCl
max |F| = 3.15 eV Å⁻¹
highest occupied orbital energy = -8.84 eV

```
! RIJCOSX wB97M-V def2-TZVPD def2/J DEFGRID3
* xyz 0 1
C -0.313 -1.473 -0.165
C -0.205 -0.185 0.140
C -1.137 0.815 -0.551
S -2.418 0.547 -1.392
C 1.018 0.408 0.780
Cl 2.087 1.307 -0.337
H 0.503 -2.137 0.110
H -1.136 -1.836 -0.768
H -0.721 1.816 -0.550
H 0.793 1.192 1.567
H 1.528 -0.454 1.166
*
```

Atom charges from the Löwdin analysis, given in e for atoms 1 to 2:
1 C 0.0619
2 C -0.4273

---

# 6
Entry from the Open Molecules 2025 dataset: C4H5NO in the gas phase (ωB97M-V/def2-TZVPD).

## Properties
ΔE to the lowest compared entry with this formula, charge and spin = 279.61 kJ/mol
max |F| = 0.55 eV Å⁻¹
highest occupied orbital energy = -9.27 eV

```
! RIJCOSX wB97M-V def2-TZVPD def2/J DEFGRID3
* xyz 0 1
C -1.364 0.089 -0.256
C 0.226 -0.241 1.422
C -0.037 0.689 0.267
N 1.018 0.481 -0.735
C 1.652 -0.508 -0.295
O 1.213 -0.998 0.962
H -1.331 -1.006 -0.198
H -2.207 0.432 0.348
H -1.497 0.369 -1.300
H -0.147 1.745 0.528
H 2.473 -1.053 -0.744
*
```

Atom charges from the Löwdin analysis, given in e for atoms 1 to 2:
1 C -0.0597
2 C 0.0249